13
Properties=species:S:1:pos:R:3:lowdin_charge:R:1 method="wB97M-V/def2-TZVPD" homo_ev=-12.72 orbital_gap_ev=8.248 charge=+1 de_lowest_kj_mol=496.85 smiles="[H]/N=c1/cc1C[NH3+]" total_energy_ev=-7230.589
H -1.8296 1.9529 0.0807 0.044
N -2.3863 1.1258 -0.0003 0.139
C -1.7754 0.0855 -0.0333 -0.412
C -1.7268 -1.3336 0.0398 0.194
C -0.5315 -0.6521 -0.0480 -0.065
C 0.9570 -0.5895 -0.0142 -0.126
N 1.6339 0.7615 0.0169 0.177
H -2.4097 -2.1265 -0.0143 0.107
H 1.2492 -1.2541 -0.8377 0.141
H 1.4127 -1.2585 0.8638 0.187
H 1.4079 1.1756 -0.9819 0.231
H 2.6578 0.6580 0.1565 0.178
H 1.3409 1.4550 0.7719 0.205

***

8
Properties=species:S:1:pos:R:3:lowdin_charge:R:1 method="wB97M-V/def2-TZVPD" homo_ev="-14.38 / -14.57" orbital_gap_ev="8.445 / 6.783" multiplicity=4 charge=+1 total_energy_ev=-47917.096
H -1.7117 1.1090 1.8228 0.112
O 1.1838 -1.2999 0.0129 -0.061
C -0.0485 -0.8905 -0.1969 -0.189
C -0.3622 0.4006 -0.3855 -0.012
H -0.8596 -1.6286 -0.2023 0.155
H -1.2816 0.9115 -0.6434 0.130
F 0.7631 1.2754 -0.3521 -0.049
Ni 2.3167 0.1225 -0.0555 0.914

***

100
Properties=species:S:1:pos:R:3:lowdin_charge:R:1 method="wB97M-V/def2-TZVPD" homo_ev=-16.16 orbital_gap_ev=6.024 charge=+3 de_lowest_kj_mol=0.00 total_energy_ev=-153062.503
Pd -0.6863 -2.0701 0.3058 0.439
C 4.1958 -2.2613 -1.6334 -0.031
C 3.4080 -1.0589 -1.2299 -0.213
C 3.9243 0.2088 -1.2534 0.111
C 3.1627 1.3236 -0.8241 -0.170
N 1.9277 1.1658 -0.4161 0.205
N 1.4036 -0.0608 -0.4452 0.009
B -0.0758 -0.0924 -0.0129 -0.691
N -0.2219 0.6629 1.3314 -0.006
N -0.4967 1.9649 1.2576 0.217
C -0.5134 2.6476 2.3758 -0.167
C -0.2298 2.0174 3.6167 0.113
C 0.0345 0.6770 3.6950 -0.214
C 0.3275 -0.0548 4.9607 -0.027
C -0.0034 -0.0035 2.4570 -0.520
S 0.2179 -1.7205 2.3056 0.830
C -0.8284 4.1273 2.3087 -0.542
C -2.0793 4.4036 3.1566 -0.021
C -1.0806 4.5648 0.8671 -0.047
C 0.3730 4.8972 2.8871 -0.018
N -1.0672 0.4914 -1.0169 -0.003
N -0.5763 1.3335 -1.9286 0.211
C -1.4270 2.0307 -2.6389 -0.169
C -2.8206 1.9347 -2.3871 0.107
C -3.3257 1.0377 -1.4853 -0.222
C -4.7844 0.8505 -1.2370 -0.036
C -2.3652 0.2424 -0.8140 -0.552
S -2.8116 -1.0938 0.2119 0.750
C -0.8813 2.9706 -3.6971 -0.538
C -0.9484 4.3943 -3.1207 -0.018
C -1.7491 2.8847 -4.9621 -0.031
C 0.5657 2.6242 -4.0530 -0.041
C 2.0641 -1.1654 -0.7937 -0.525
S 1.2427 -2.6989 -0.7124 0.745
C 3.7619 2.7144 -0.7685 -0.541
C 4.7614 2.7359 0.3994 -0.019
C 2.6779 3.7640 -0.5328 -0.043
C 4.4947 3.0110 -2.0859 -0.023
H 5.2619 -2.0563 -1.5705 0.101
H 3.9658 -2.5379 -2.6643 0.110
H 3.9642 -3.1160 -0.9989 0.070
H 4.9459 0.3622 -1.5743 0.142
H -0.2432 2.6118 4.5208 0.142
H 0.2546 0.6080 5.8190 0.101
H 1.3349 -0.4753 4.9384 0.103
H -0.3743 -0.8796 5.1010 0.092
H -2.9605 3.9210 2.7309 0.095
H -2.2652 5.4767 3.1842 0.104
H -1.9661 4.0680 4.1879 0.085
H -1.9356 4.0424 0.4348 0.081
H -0.2137 4.3765 0.2334 0.063
H -1.2937 5.6330 0.8537 0.102
H 0.4134 4.8321 3.9751 0.091
H 0.2849 5.9517 2.6282 0.102
H 1.3206 4.5335 2.4855 0.082
H -3.4978 2.5765 -2.9350 0.140
H -5.3636 1.6161 -1.7472 0.099
H -5.0061 0.8915 -0.1698 0.091
H -5.1105 -0.1259 -1.6011 0.098
H -1.9568 4.6521 -2.7913 0.092
H -0.6582 5.1110 -3.8883 0.103
H -0.2724 4.5059 -2.2718 0.071
H -2.7173 3.3701 -4.8389 0.086
H -1.9113 1.8511 -5.2717 0.099
H -1.2398 3.3971 -5.7776 0.102
H 1.1759 2.4708 -3.1642 0.048
H 0.9948 3.4435 -4.6288 0.101
H 0.6165 1.7215 -4.6638 0.095
H 4.2527 2.5972 1.3550 0.091
H 5.2714 3.6986 0.4230 0.103
H 5.5241 1.9620 0.2984 0.090
H 2.1358 3.5782 0.3939 0.057
H 1.9542 3.7777 -1.3487 0.070
H 3.1427 4.7470 -0.4703 0.104
H 5.4250 2.4507 -2.1791 0.088
H 4.7563 4.0678 -2.1189 0.102
H 3.8692 2.7958 -2.9540 0.090
Se -0.9732 -5.5447 -0.8131 1.218
C 0.0003 -6.9368 -0.0934 -0.576
C 1.3950 -6.9333 -0.2407 -0.099
C 2.1262 -8.0322 0.1651 -0.036
C 1.4742 -9.1040 0.7642 -0.009
C 0.0940 -9.1024 0.9507 -0.036
C -0.6469 -8.0248 0.5144 -0.095
H 1.8759 -6.0770 -0.6955 0.095
H 3.1981 -8.0594 0.0303 0.124
H 2.0508 -9.9592 1.0909 0.129
H -0.3886 -9.9518 1.4130 0.126
H -1.7249 -8.0143 0.6102 0.106
C -4.9583 -5.5246 1.4735 -0.013
N -3.7369 -5.1063 0.7913 0.061
C -2.6246 -4.7596 1.4041 -0.571
N -2.5284 -4.8123 2.7255 0.263
O -1.5772 -4.3382 0.7369 -0.411
H -5.7207 -5.7136 0.7249 0.108
H -5.3175 -4.7415 2.1422 0.105
H -4.7941 -6.4480 2.0303 0.106
H -3.7513 -4.9813 -0.2097 0.139
H -3.2787 -5.1466 3.3089 0.131
H -1.6430 -4.5966 3.1538 0.135

***

15
Properties=species:S:1:pos:R:3:lowdin_charge:R:1 method="wB97M-V/def2-TZVPD" homo_ev=-8.92 orbital_gap_ev=9.595 de_lowest_kj_mol=459.05 smiles="O=COC1=CCNC1" total_energy_ev=-10878.860
O -2.1822 0.9869 -0.7667 0.014
C -1.3904 1.8529 -0.2272 -0.155
O -0.1220 1.4768 0.1006 0.068
C 0.1964 0.2114 0.0284 -0.329
C -0.3321 -0.7876 -0.5123 -0.011
C 0.6318 -2.0473 -0.4134 -0.113
N 1.7645 -1.4417 0.5301 -0.099
C 1.2299 -0.1989 1.1549 -0.152
H -1.5522 2.8585 0.1266 0.141
H -1.1647 -0.6979 -0.9473 0.023
H 1.2915 -2.4401 -1.2486 0.100
H 0.0400 -3.0674 0.0138 0.146
H 2.6977 -0.9894 -0.0128 0.175
H 1.9265 0.6171 1.3998 0.111
H 0.8300 -0.0810 2.1030 0.081

***

12
Properties=species:S:1:pos:R:3:lowdin_charge:R:1 method="wB97M-V/def2-TZVPD" homo_ev=-8.84 orbital_gap_ev=9.479 de_lowest_kj_mol=367.96 smiles="O=C=C1COC1.[H][H]" total_energy_ev=-8336.647
O -1.7933 1.6840 1.1652 0.151
C -1.0208 0.9136 0.7407 -0.196
C -0.2127 -0.0148 0.3015 -0.205
C 1.0518 -0.1431 -0.5204 -0.152
O 1.2879 -1.4426 0.0459 -0.104
C 0.0442 -1.4291 0.7626 -0.135
H 0.9151 -0.2017 -1.6094 0.113
H 1.8614 0.5623 -0.2970 0.123
H 0.1743 -1.5662 1.8415 0.123
H -0.6595 -2.1780 0.3765 0.122
H -0.7187 2.2465 -1.2888 0.087
H -0.9297 1.5690 -1.5182 0.073

***

16
Properties=species:S:1:pos:R:3:lowdin_charge:R:1 method="wB97M-V/def2-TZVPD" homo_ev=-8.42 orbital_gap_ev=9.247 de_lowest_kj_mol=60.93 smiles=CSC[C@H](C)O total_energy_ev=-17192.194
C -0.6103 -0.4813 1.8833 -0.386
S 0.9829 0.3198 1.5059 0.792
C 0.5445 0.7817 -0.1870 -0.484
C -0.0673 -0.3085 -1.0623 -0.469
C -0.0034 0.0805 -2.5527 -0.066
O -1.5247 -0.5004 -0.8414 -0.113
H -1.4105 0.0843 1.5352 0.009
H -0.5730 -1.3573 1.2410 0.019
H -0.6484 -0.6877 2.9447 0.034
H -0.2322 1.5226 -0.1745 0.083
H 1.4314 1.1523 -0.6536 0.068
H 0.4806 -1.2797 -0.8948 0.145
H -0.3943 -0.7118 -3.1544 0.059
H -0.6709 0.9418 -2.6233 0.086
H 1.0175 0.2484 -2.9813 0.094
H -1.7111 -1.4607 -1.0906 0.128

***

47
Properties=species:S:1:pos:R:3:lowdin_charge:R:1 method="wB97M-V/def2-TZVPD" homo_ev=-12.52 orbital_gap_ev=8.944 charge=+1 total_energy_ev=-146335.826
C 4.5173 2.3204 0.1933 -0.169
C 3.2414 1.6444 -0.1814 -0.752
I 1.5334 2.3755 0.8634 1.148
C 3.0946 0.7014 -1.0507 -0.844
I 4.8271 -0.0513 -2.0508 1.039
N 1.8050 0.0821 -1.4090 -0.275
C 1.8328 -1.3767 -0.9539 -0.153
C 0.7714 -1.6997 0.1117 -0.019
C -0.6629 -1.8564 -0.4191 -0.448
F -0.6463 -2.1474 -1.7176 0.137
F -1.1636 -2.9386 0.1728 0.134
C -1.6486 -0.6796 -0.1013 -0.381
F -2.5171 -1.1126 0.7901 0.189
F -1.0282 0.3589 0.4587 0.085
C -2.4682 -0.1681 -1.2978 -0.413
F -3.1918 -1.1654 -1.7542 0.202
F -1.6831 0.2644 -2.2635 0.153
C -3.4558 0.9844 -0.9772 -0.642
F -4.3512 0.6565 -0.1076 0.241
F -4.0776 1.2464 -2.1073 0.207
F -2.8348 2.0705 -0.6332 0.221
P 1.4109 0.2179 -3.2416 0.632
O 2.2187 -1.0303 -3.8715 -0.366
Br 2.4065 2.1325 -3.8646 0.361
H 4.4001 2.6582 1.2205 0.063
H 5.3725 1.6562 0.1832 0.042
H 4.6701 3.2241 -0.3874 0.101
H 1.0002 0.5398 -0.9560 0.033
H 1.7694 -2.0868 -1.7713 0.115
H 2.7783 -1.5500 -0.4604 0.102
H 1.0508 -2.6868 0.4709 0.147
H 0.8507 -1.0426 0.9722 0.124
H 2.4830 -0.8286 -4.7873 0.083
C 0.4916 5.1649 4.7956 0.056
N 1.1747 4.8650 3.5055 -0.456
O 2.0590 4.0254 3.5103 -0.045
O 0.8013 5.4801 2.5269 0.039
H 0.9277 4.5444 5.5698 0.097
H 0.6449 6.2189 5.0075 0.106
H -0.5638 4.9433 4.6655 0.103
C -4.0372 -4.5235 -0.0273 0.042
N -3.8963 -5.9184 0.4763 -0.450
O -2.9601 -6.1540 1.2179 0.064
O -4.7284 -6.7197 0.1071 0.075
H -3.2326 -3.9280 0.3819 0.062
H -3.9830 -4.5601 -1.1117 0.103
H -5.0028 -4.1508 0.3023 0.104

***

15
Properties=species:S:1:pos:R:3:lowdin_charge:R:1 method="wB97M-V/def2-TZVPD" homo_ev=-7.60 orbital_gap_ev=8.200 de_lowest_kj_mol=438.96 total_energy_ev=-18192.753
C -1.4382 1.7691 1.0621 0.032
C -1.3281 0.4840 0.6067 -0.168
C 1.5868 -2.0236 -0.4840 -0.390
C 1.1697 -0.6646 0.0381 -0.551
C -0.7339 0.1319 -0.6717 -0.246
O -0.3107 1.0939 -1.5586 -0.061
S 1.0827 -1.8376 1.2968 0.759
H -1.8951 2.0821 1.9311 0.022
H -0.8689 2.5202 0.5343 0.042
H -1.3962 -0.4191 1.3215 0.112
H 0.8603 -2.7438 -0.7979 0.036
H 2.5909 -2.0134 -0.9171 0.074
H 1.8705 0.2180 0.1542 0.096
H -1.1236 -0.6514 -1.2197 0.100
H -0.0664 2.0542 -1.2958 0.145

***

49
Properties=species:S:1:pos:R:3:lowdin_charge:R:1 method="wB97M-V/def2-TZVPD" homo_ev=-9.19 orbital_gap_ev=8.578 de_lowest_kj_mol=0.00 smiles="CN(C(=O)c1ccc(C#N)cc1)[C@@H]1N(C)C(c2ccc(C#N)cc2)=NC1(C(F)(F)F)C(F)(F)F" total_energy_ev=-48859.800
C 0.7754 -1.5848 -2.5660 -0.042
N 0.4360 -0.8977 -1.3264 -0.009
C -0.9480 -0.6120 -1.0889 -0.366
O -1.2792 0.0729 -0.1382 0.088
C -2.0213 -1.0373 -1.9866 -0.147
C -2.2142 -2.3806 -2.3917 0.011
C -3.1947 -2.6645 -3.3842 -0.013
C -4.0783 -1.6921 -3.8057 -0.235
C -5.1292 -2.0096 -4.7550 -0.165
N -5.9487 -2.3413 -5.5137 0.156
C -3.9371 -0.3918 -3.2901 -0.018
C -2.9391 -0.0780 -2.3947 -0.006
C 1.5280 -0.4976 -0.4516 -0.164
N 1.1597 -0.5117 0.9561 -0.050
C 1.1227 -1.8171 1.6749 -0.001
C 1.3824 0.7147 1.5749 -0.214
C 0.9650 1.1286 2.9379 -0.123
C 1.7990 1.9385 3.7370 0.000
C 1.3902 2.4361 4.9878 -0.002
C 0.0769 2.1692 5.4608 -0.216
C -0.3869 2.6724 6.7361 -0.172
N -0.6369 3.1045 7.7899 0.156
C -0.7661 1.3377 4.6910 -0.011
C -0.3077 0.8424 3.4579 -0.006
N 2.0041 1.5065 0.7363 0.186
C 2.1334 0.9676 -0.6311 -0.139
C 3.6208 0.8117 -1.1041 -0.551
F 4.3516 0.0355 -0.2597 0.137
F 3.7001 0.2415 -2.2976 0.167
F 4.2907 1.9781 -1.1866 0.155
C 1.4419 1.8888 -1.6894 -0.526
F 1.4158 1.3774 -2.9220 0.158
F 0.1529 2.1953 -1.4353 0.150
F 2.0610 3.0941 -1.7848 0.144
H 1.8520 -1.5381 -2.8103 0.099
H 0.5333 -2.6396 -2.5198 0.076
H 0.2851 -1.1677 -3.4163 0.089
H -1.5239 -3.1670 -2.0313 0.121
H -3.3261 -3.6467 -3.8028 0.116
H -4.6855 0.3972 -3.6108 0.145
H -2.9043 0.9601 -2.0591 0.133
H 2.3540 -1.1911 -0.6131 0.151
H 0.0773 -2.0728 1.8957 0.086
H 1.5174 -2.6374 1.1279 0.071
H 1.7144 -1.7304 2.6187 0.106
H 2.8178 2.0963 3.3836 0.119
H 2.0796 2.9758 5.6292 0.119
H -1.7943 1.0857 4.9985 0.128
H -1.0172 0.2783 2.8729 0.111

***

8
Properties=species:S:1:pos:R:3:lowdin_charge:R:1 method="wB97M-V/def2-TZVPD" homo_ev=-10.20 orbital_gap_ev=10.632 de_lowest_kj_mol=315.52 smiles="O=[N+]([O-])N(O)S" total_energy_ev=-19984.620
O -1.5503 -0.9838 -0.6612 0.046
N -1.1405 0.0350 -0.1904 -0.469
O -1.6941 1.0846 -0.0546 0.104
N 0.2229 0.0171 0.1503 -0.519
O 0.6291 1.0821 0.9223 -0.033
S 0.9948 -1.4806 0.3596 0.871
H 1.0014 1.7695 0.3442 0.121
H 1.5366 -1.5239 -0.8702 -0.122

***

96
Properties=species:S:1:pos:R:3:lowdin_charge:R:1 method="wB97M-V/def2-TZVPD" homo_ev="-10.84 / -11.09" orbital_gap_ev="8.055 / 5.643" multiplicity=4 charge=+1 total_energy_ev=-192763.331
Pt -0.0971 -0.3330 -1.2832 1.135
C -1.6329 3.7521 5.2470 -0.034
C -0.9457 2.7769 4.3282 -0.245
C -0.2496 1.6873 4.8155 -0.011
C 0.3829 0.7621 3.9856 -0.275
C 1.0975 -0.3606 4.7052 -0.046
C 0.3190 0.9505 2.5904 -0.265
As 1.1122 -0.2351 1.2059 1.353
N -0.4173 -1.1389 0.5914 -0.308
C -1.5222 -1.6170 1.1735 -0.359
C -2.6008 -2.0685 0.3608 -0.001
C -3.7354 -2.5791 0.9351 -0.049
C -3.8427 -2.6607 2.3298 -0.026
C -2.7851 -2.2423 3.1487 -0.041
C -1.6384 -1.7354 2.5921 0.001
C 2.2755 -1.5888 1.9981 -0.320
C 2.0737 -2.9724 2.0497 -0.277
C 0.8987 -3.7240 1.4562 -0.045
C 3.0371 -3.7437 2.7066 -0.017
C 4.1825 -3.1969 3.2666 -0.251
C 5.1763 -4.0488 4.0144 -0.034
C 4.3986 -1.8300 3.1048 -0.007
C 3.4774 -1.0206 2.4669 -0.310
C 3.7870 0.4485 2.2804 -0.059
C -0.3739 2.0747 2.0704 -0.262
C -0.4836 2.4208 0.6053 -0.092
C -0.9913 2.9497 2.9496 -0.003
H -1.5201 3.4649 6.2923 0.078
H -2.6994 3.8091 5.0189 0.088
H -1.2201 4.7556 5.1215 0.090
H -0.1881 1.5349 5.8906 0.123
H 0.5850 -0.5822 5.6429 0.089
H 2.1195 -0.0644 4.9600 0.096
H 1.1611 -1.2780 4.1343 0.049
H -2.4984 -2.0127 -0.7136 0.078
H -4.5481 -2.9235 0.3066 0.116
H -4.7444 -3.0606 2.7777 0.117
H -2.8682 -2.3177 4.2255 0.119
H -0.8141 -1.4311 3.2191 0.090
H 0.4621 -3.2255 0.5982 0.038
H 0.1026 -3.8654 2.1918 0.089
H 1.2234 -4.7146 1.1402 0.090
H 2.8747 -4.8162 2.7770 0.124
H 4.9282 -5.1073 3.9429 0.079
H 5.1891 -3.7759 5.0721 0.091
H 6.1876 -3.9028 3.6302 0.087
H 5.3147 -1.3866 3.4862 0.130
H 4.7450 0.7028 2.7287 0.090
H 3.0312 1.0925 2.7369 0.067
H 3.8395 0.7040 1.2190 0.078
H 0.4775 2.4691 0.1028 0.051
H -0.9674 3.3828 0.4633 0.088
H -1.1134 1.7026 0.0724 0.047
H -1.5223 3.8052 2.5419 0.128
N 4.6571 -2.5680 -0.5088 0.170
C 3.9222 -1.7646 -1.3205 -0.359
C 2.5263 -1.8398 -1.3632 -0.106
N 1.8232 -1.0009 -2.1251 -0.079
C 2.4670 -0.1095 -2.8878 -0.108
C 3.8513 -0.0650 -2.8371 -0.069
N 4.5728 -0.8590 -2.0540 0.150
H 4.2313 -3.2769 0.0596 0.094
H 5.6577 -2.4932 -0.5401 0.114
H 1.9874 -2.5764 -0.7864 0.093
H 1.8925 0.5554 -3.5122 0.091
H 4.3898 0.6622 -3.4357 0.127
C -3.4080 -1.9136 -3.6211 -0.037
C -2.1118 -1.7268 -3.1989 -0.151
N -1.6601 -0.5215 -2.8124 -0.080
C -2.4771 0.5441 -2.8870 -0.071
C -3.8015 0.4402 -3.3103 -0.194
C -4.2710 -0.8241 -3.6484 0.010
C -4.6704 1.6442 -3.3205 -0.041
C -4.4488 2.7686 -3.9953 -0.004
C -3.4017 3.0344 -5.0138 -0.289
C -2.8470 2.0568 -5.8277 -0.023
C -1.9402 2.4731 -6.7885 -0.136
N -1.5896 3.7452 -6.9386 0.097
C -2.1727 4.6029 -6.0981 -0.193
N -3.0728 4.3186 -5.1589 0.138
H -3.7382 -2.8999 -3.9245 0.118
H -1.4021 -2.5429 -3.1672 0.117
H -2.0656 1.5118 -2.6186 0.086
H -5.3029 -0.9479 -3.9618 0.132
H -5.5412 1.5923 -2.6713 0.117
H -5.1022 3.6183 -3.8203 0.119
H -3.1239 1.0149 -5.7416 0.109
H -1.4797 1.7607 -7.4662 0.113
H -1.8919 5.6435 -6.1974 0.113
F 0.2526 1.6257 -2.3551 -0.394
As 0.1623 3.2538 -3.1467 0.723
F 0.9107 3.8775 -1.7365 -0.215
F 1.7051 2.9073 -3.8221 -0.220
F 0.0371 4.7689 -3.8966 -0.188
F -0.5958 2.4366 -4.4492 -0.207
F -1.3698 3.3869 -2.3682 -0.230

***

18
Properties=species:S:1:pos:R:3:lowdin_charge:R:1 method="wB97M-V/def2-TZVPD" homo_ev=-9.22 orbital_gap_ev=9.648 de_lowest_kj_mol=262.47 total_energy_ev=-8547.091
B -0.6737 -0.7163 -1.2249 -0.302
C 0.2391 -0.1558 -2.3552 -0.025
C 1.0556 0.8288 -2.2000 -0.141
C 1.3947 1.5354 -0.9676 -0.132
C 0.7558 1.3945 0.1423 0.178
C -0.3831 -1.0213 2.3122 -0.087
C -1.2267 -0.3571 1.1959 -0.346
N -0.5438 -0.1744 0.0353 0.012
H -1.5547 -1.4703 -1.3246 0.064
H 0.3068 -0.5367 -3.3300 0.071
H 1.8032 0.9657 -2.9087 0.083
H 2.3094 2.0657 -1.0661 0.102
H 0.6481 1.5177 1.2020 0.079
H 0.5733 -1.1147 1.8115 0.071
H -0.2664 -0.4424 3.2133 0.060
H -0.6956 -1.9314 2.6762 0.032
H -2.1392 -1.0706 1.1614 0.138
H -1.6027 0.6834 1.6270 0.141